Record 1
Molecular formula: C6H12O
Method: DFT, wB97M-V/def2-TZVPD

Positions of all 19 atoms, in Å:
C (-0.5164, -0.2443, -2.5809)
C (-0.2161, 1.0299, -1.6604)
C (0.8749, 0.7702, -0.6164)
C (-0.1175, -0.9600, 2.5977)
O (-0.0777, 0.3298, 3.2032)
C (-0.2945, -0.7104, 1.1238)
C (0.7297, -0.4502, 0.2769)
H (0.1543, -0.0534, -3.4090)
H (-1.5328, -0.1531, -2.9490)
H (-0.1819, -1.1464, -2.0796)
H (-0.0661, 1.8581, -2.3517)
H (-1.1362, 1.1993, -1.1006)
H (0.9951, 1.7548, -0.1689)
H (1.8398, 0.5109, -1.0510)
H (0.8511, -1.4167, 2.7889)
H (-0.8611, -1.6022, 3.0580)
H (-0.8276, 0.5449, 3.7764)
H (-1.1688, -0.0987, 0.8749)
H (1.5521, -1.1625, 0.2676)

## Properties
gap between HOMO and LUMO: 9.81 eV
2S+1: 1
energy relative to the best compared isomer or geometry (same formula, charge and spin): 60.4 kcal/mol
LUMO: 0.9 eV
highest occupied orbital energy: -8.867 eV

=====

Record 2
Molecular formula: C2H3BrO2
Method: DFT, wB97M-V/def2-TZVPD

Positions of all 8 atoms, in Å:
C (-0.6249, -0.1005, 0.0495)
C (0.7651, 0.2735, -0.3800)
O (-1.6100, 0.5204, 0.7400)
O (-1.7662, -0.0278, -0.5656)
Br (1.9747, 0.2044, 1.1252)
H (-0.5959, -1.8146, 1.0805)
H (0.6308, 1.2038, -0.8906)
H (1.2264, -0.2592, -1.1589)

## Properties
gap between HOMO and LUMO (alpha / beta): 9.35 / 9.35 eV
2S+1: 1
energy relative to the best compared isomer or geometry (same formula, charge and spin): 183.3 kcal/mol
LUMO (alpha / beta): 0.0 / 0.0 eV
highest occupied orbital energy (alpha / beta): -9.305 / -9.304 eV

=====

Record 3
Molecular formula: BrPd
Method: DFT, wB97M-V/def2-TZVPD

Positions of all 2 atoms, in Å:
Pd (0.3928, 0.4261, 0.8348)
Br (-0.3928, -0.4261, -0.8348)

## Properties
gap between HOMO and LUMO (alpha / beta): 10.58 / 7.15 eV
2S+1: 3
energy relative to the best compared isomer or geometry (same formula, charge and spin): 22.9 kcal/mol
LUMO (alpha / beta): -6.2 / -9.3 eV
highest occupied orbital energy (alpha / beta): -16.828 / -16.462 eV
total charge: +1

=====

Record 4
Molecular formula: C47H80BIN4O4S
Method: DFT, wB97M-V/def2-TZVPD

Positions of all 138 atoms, in Å:
C (3.1005, 0.1383, 2.0274)
C (3.7907, -0.8993, 2.9018)
C (4.4474, -2.0963, 2.1615)
C (4.6304, -1.9557, 0.6407)
C (3.4365, -2.4860, -0.1528)
C (3.6045, -2.0942, -1.6248)
C (3.3438, -0.5863, -1.7643)
C (2.2350, -0.2047, -2.7764)
C (1.3536, 0.9314, -2.2365)
C (-0.0385, 0.9987, -2.9166)
C (-0.8142, 2.1345, -2.1952)
C (-1.8883, 1.6531, -1.1739)
C (-1.5788, 1.6574, 0.2920)
C (-0.9283, 2.6600, 0.9761)
N (-0.4794, 3.8521, 0.3035)
C (-0.7170, 2.5681, 2.3219)
C (-1.1562, 1.5033, 3.0419)
C (-1.8347, 0.5249, 2.3892)
C (-2.0361, 0.5828, 1.0509)
N (-2.8151, -0.4477, 0.3967)
B (-4.2477, -0.1908, 0.5013)
O (-4.7101, 0.9346, -0.1232)
O (-5.1284, -0.9797, 1.2177)
C (-6.1213, -1.6956, 0.4656)
C (-5.8654, -3.1761, 0.5354)
C (-2.4726, -1.7852, 0.7657)
C (-2.2924, -2.7455, -0.2009)
C (-2.3625, -2.4323, -1.6656)
C (-3.4816, -3.1461, -2.4495)
C (-4.4306, -2.1196, -3.0488)
I (-3.4391, -0.8647, -4.4585)
C (-2.0375, -4.0272, 0.1936)
C (-1.9166, -4.3683, 1.5012)
C (-2.0568, -3.4150, 2.4680)
C (-2.3321, -2.1396, 2.0798)
S (-2.5416, -0.8488, 3.2585)
H (2.2539, -0.3090, 1.5135)
H (3.7511, 0.5903, 1.2903)
H (2.6879, 0.9377, 2.6337)
H (4.5350, -0.3873, 3.5014)
H (3.0207, -1.3092, 3.5431)
H (3.8590, -2.9868, 2.3357)
H (5.4384, -2.2194, 2.5801)
H (4.9112, -0.9533, 0.3441)
H (5.4638, -2.5987, 0.3727)
H (3.4411, -3.5694, -0.1139)
H (2.4933, -2.0872, 0.1956)
H (2.9250, -2.6800, -2.2337)
H (4.6144, -2.3028, -1.9664)
H (4.2419, -0.0890, -2.1053)
H (3.0586, -0.1745, -0.8059)
H (2.6651, 0.1117, -3.7197)
H (1.5587, -1.0190, -3.0129)
H (1.7842, 1.8949, -2.4858)
H (1.1784, 0.7987, -1.1724)
H (0.0877, 1.2486, -3.9642)
H (-0.5503, 0.0512, -2.8227)
H (-0.0369, 2.7403, -1.7793)
H (-1.3785, 2.6601, -2.9551)
H (-2.1965, 0.6676, -1.4666)
H (-2.7633, 2.2761, -1.3280)
H (0.4267, 3.6635, -0.1055)
H (-0.2872, 4.5548, 1.0055)
H (-0.2086, 3.3700, 2.8243)
H (-1.0338, 1.4297, 4.1057)
H (-5.6615, 0.9888, -0.0072)
H (-7.0842, -1.4743, 0.9149)
H (-6.1418, -1.3478, -0.5626)
H (-6.4365, -3.6740, -0.2446)
H (-4.8227, -3.4228, 0.3801)
H (-6.1574, -3.5952, 1.4878)
H (-2.3838, -1.3607, -1.7788)
H (-1.4148, -2.7586, -2.0864)
H (-3.0428, -3.7051, -3.2650)
H (-4.0182, -3.8368, -1.8087)
H (-5.2502, -2.5987, -3.5616)
H (-4.7707, -1.4813, -2.2510)
H (-1.8939, -4.7806, -0.5605)
H (-1.6924, -5.3739, 1.8085)
H (-1.9785, -3.6229, 3.5192)
C (3.0300, 0.2021, 6.6472)
C (1.9281, -0.5846, 7.3484)
C (0.7510, -0.6747, 6.3655)
C (-0.3051, -1.7308, 6.6836)
C (0.3417, -3.0705, 7.0188)
C (1.3753, -2.9465, 8.1326)
N (2.4128, -1.9284, 7.7862)
O (3.2016, -2.4191, 6.8898)
C (0.6470, -2.5929, 9.4423)
C (2.0251, -4.2978, 8.3983)
C (1.5581, 0.2632, 8.6003)
H (3.9351, 0.2423, 7.2545)
H (3.2882, -0.2201, 5.6772)
H (2.6857, 1.2226, 6.4794)
H (1.1424, -0.8991, 5.3690)
H (0.2744, 0.3045, 6.2868)
H (-0.9480, -1.3938, 7.5018)
H (-0.9593, -1.8503, 5.8190)
H (-0.4259, -3.7917, 7.3081)
H (0.8145, -3.4769, 6.1188)
H (1.3559, -2.4742, 10.2632)
H (-0.0366, -3.3985, 9.7095)
H (0.0456, -1.6890, 9.3808)
H (2.4772, -4.7224, 7.5039)
H (1.2727, -5.0030, 8.7498)
H (2.7951, -4.2156, 9.1668)
H (0.5546, 0.6856, 8.5289)
H (2.2547, 1.0895, 8.7372)
H (1.6140, -0.3031, 9.5259)
C (1.7798, 5.3117, -5.5942)
C (0.7667, 4.8074, -6.6157)
C (1.3412, 5.1178, -8.0079)
C (0.6968, 4.3716, -9.1779)
C (0.5594, 2.8839, -8.8678)
C (-0.1792, 2.6383, -7.5566)
N (0.4802, 3.3548, -6.4245)
O (1.5665, 2.7336, -6.1074)
C (-1.6440, 3.0802, -7.7318)
C (-0.2532, 1.1480, -7.2637)
C (-0.5269, 5.6285, -6.3418)
H (1.4764, 5.0560, -4.5782)
H (2.7766, 4.9087, -5.7645)
H (1.8479, 6.3969, -5.6675)
H (2.4070, 4.8700, -8.0102)
H (1.2822, 6.1926, -8.1853)
H (-0.2751, 4.8092, -9.4209)
H (1.3127, 4.5013, -10.0699)
H (0.0351, 2.3805, -9.6823)
H (1.5551, 2.4313, -8.8225)
H (-2.2069, 2.9404, -6.8074)
H (-2.1191, 2.4743, -8.5031)
H (-1.7570, 4.1159, -8.0435)
H (0.7279, 0.6775, -7.2344)
H (-0.8279, 0.6390, -8.0369)
H (-0.7470, 0.9695, -6.3064)
H (-0.7598, 6.3140, -7.1581)
H (-0.4336, 6.2195, -5.4316)
H (-1.3985, 5.0012, -6.1769)

## Properties
gap between HOMO and LUMO (alpha / beta): 8.27 / 8.16 eV
2S+1: 3
LUMO (alpha / beta): 0.4 / 0.3 eV
highest occupied orbital energy (alpha / beta): -7.856 / -7.857 eV

=====

Record 5
Molecular formula: C50H52CsN2O3P2STe
Method: DFT, wB97M-V/def2-TZVPD

Positions of all 112 atoms, in Å:
Cs (0.6310, 1.0954, -0.0314)
C (4.0419, 2.4126, 2.9599)
C (2.6236, 2.1219, 2.4603)
O (2.5179, 1.3963, 1.4271)
C (1.6046, 2.6886, 3.2058)
C (0.1866, 2.6988, 3.0158)
C (-0.6024, 3.4723, 4.0580)
N (-0.4148, 2.1207, 2.0228)
N (-1.8006, 2.2672, 1.9995)
C (-2.3789, 1.9797, 0.8632)
O (-1.8630, 1.6157, -0.2643)
C (-3.8658, 2.1692, 0.9044)
C (-4.6346, 1.9231, -0.2343)
C (-6.0100, 2.0786, -0.2096)
C (-6.6506, 2.4801, 0.9528)
C (-5.8988, 2.7216, 2.0953)
C (-4.5257, 2.5659, 2.0727)
H (4.7553, 1.8931, 2.3232)
H (4.1751, 2.0788, 3.9902)
H (4.2539, 3.4824, 2.9314)
H (1.9356, 3.2590, 4.0687)
H (0.0300, 3.7858, 4.8872)
H (-1.4197, 2.8521, 4.4255)
H (-1.0592, 4.3531, 3.6037)
H (-4.1276, 1.5928, -1.1332)
H (-6.5889, 1.8801, -1.1049)
H (-7.7277, 2.5988, 0.9731)
H (-6.3928, 3.0298, 3.0098)
H (-3.9269, 2.7452, 2.9524)
C (-0.6478, -1.5298, -0.4662)
C (-1.2882, -2.4372, 0.5663)
P (-0.8425, -1.8456, 2.2766)
C (0.9636, -2.1613, 2.2692)
C (1.5438, -3.2937, 1.6928)
C (2.9144, -3.4641, 1.7104)
C (3.7254, -2.5055, 2.3058)
C (3.1601, -1.3757, 2.8687)
C (1.7858, -1.2012, 2.8472)
C (-1.4574, -3.3152, 3.1949)
C (-2.8166, -3.6133, 3.1022)
C (-3.3616, -4.6742, 3.8001)
C (-2.5607, -5.4505, 4.6228)
C (-1.2131, -5.1529, 4.7397)
C (-0.6640, -4.0958, 4.0329)
P (-0.8267, -1.9616, -2.2548)
C (-2.6339, -2.1921, -2.3797)
C (-3.1921, -3.1905, -3.1765)
C (-4.5647, -3.2727, -3.3394)
C (-5.3990, -2.3503, -2.7245)
C (-4.8503, -1.3370, -1.9551)
C (-3.4797, -1.2544, -1.7855)
C (-0.1737, -3.6820, -2.1799)
C (-0.9060, -4.8139, -1.8260)
C (-0.2790, -6.0401, -1.6825)
C (1.0884, -6.1556, -1.8819)
C (1.8254, -5.0383, -2.2404)
C (1.1956, -3.8153, -2.3994)
H (0.4322, -1.4733, -0.2904)
H (-1.0182, -0.5058, -0.3557)
H (-0.9864, -3.4798, 0.4319)
H (-2.3760, -2.4018, 0.4837)
H (0.9215, -4.0493, 1.2259)
H (3.3540, -4.3425, 1.2528)
H (4.7999, -2.6358, 2.3110)
H (3.7849, -0.6053, 3.2977)
H (1.3540, -0.2936, 3.2491)
H (-3.4576, -3.0006, 2.4799)
H (-4.4179, -4.8914, 3.7071)
H (-2.9869, -6.2785, 5.1737)
H (-0.5798, -5.7489, 5.3846)
H (0.3915, -3.8798, 4.1295)
H (-2.5503, -3.9162, -3.6648)
H (-4.9843, -4.0607, -3.9518)
H (-6.4720, -2.4161, -2.8503)
H (-5.4868, -0.5984, -1.4833)
H (-3.0683, -0.4346, -1.2100)
H (-1.9729, -4.7354, -1.6560)
H (-0.8602, -6.9094, -1.4018)
H (1.5766, -7.1143, -1.7609)
H (2.8932, -5.1180, -2.3987)
H (1.7720, -2.9410, -2.6810)
C (4.7771, 0.9334, -3.5048)
Te (2.9145, 1.6647, -2.6634)
C (4.2335, 2.2443, -1.0732)
C (5.5661, 2.4449, -1.7070)
C (6.5446, 3.2395, -1.1255)
C (7.7788, 3.3985, -1.7339)
C (8.0456, 2.7584, -2.9307)
C (7.0785, 1.9583, -3.5137)
C (5.8407, 1.7953, -2.9129)
H (4.7704, 0.9896, -4.5928)
H (4.9320, -0.1094, -3.2168)
H (4.2537, 1.4410, -0.3374)
H (3.8664, 3.1329, -0.5663)
H (6.3314, 3.7414, -0.1904)
H (8.5298, 4.0296, -1.2767)
H (9.0048, 2.8868, -3.4155)
H (7.2857, 1.4580, -4.4520)
O (0.3237, 2.6764, -1.8735)
S (-0.6834, 3.6458, -1.3362)
C (-2.0778, 3.5542, -2.5040)
C (-1.6740, 4.3825, -3.7085)
C (-1.1179, 5.6800, -3.1280)
C (-0.1345, 5.2682, -2.0425)
H (-2.9513, 3.9608, -1.9952)
H (-2.2372, 2.4951, -2.6814)
H (-2.5170, 4.5570, -4.3811)
H (-0.8945, 3.8549, -4.2626)
H (-1.9373, 6.2545, -2.6868)
H (-0.6406, 6.3115, -3.8811)
H (-0.0370, 5.9966, -1.2408)
H (0.8506, 5.0468, -2.4501)

## Properties
gap between HOMO and LUMO: 5.45 eV
2S+1: 1
energy relative to the best compared isomer or geometry (same formula, charge and spin): 59.4 kcal/mol
LUMO: 2.0 eV
highest occupied orbital energy: -3.455 eV
total charge: -1

=====

Record 6
Molecular formula: C31H26InN2O
Method: DFT, wB97M-V/def2-TZVPD

Positions of all 61 atoms, in Å:
In (0.6318, 1.5617, -1.6305)
C (3.9628, -1.6698, -1.6884)
C (3.2916, -2.8705, -1.8878)
C (1.9248, -2.8598, -2.0903)
C (1.2121, -1.6535, -2.1076)
C (1.8675, -0.4293, -1.8894)
C (3.2484, -0.4806, -1.6859)
C (-0.2522, -1.6505, -2.3034)
C (-0.9708, -2.8213, -2.6744)
C (-2.3297, -2.8147, -2.7248)
C (-3.0334, -1.6285, -2.4143)
C (-4.4392, -1.5374, -2.3858)
C (-5.0534, -0.3493, -2.0913)
C (-4.2800, 0.7931, -1.8165)
C (-2.9130, 0.7314, -1.8371)
C (-2.2490, -0.4818, -2.1293)
N (-0.8942, -0.5158, -2.0939)
H (5.0346, -1.6750, -1.5182)
H (3.8313, -3.8102, -1.8757)
H (1.4166, -3.8099, -2.2039)
H (3.7868, 0.4467, -1.5023)
H (-0.4396, -3.7288, -2.9178)
H (-2.8805, -3.7083, -2.9971)
H (-5.0279, -2.4244, -2.5930)
H (-6.1340, -0.2860, -2.0632)
H (-4.7713, 1.7296, -1.5838)
H (-2.3029, 1.5958, -1.6036)
N (0.4151, 1.2764, 0.6185)
C (0.5332, 0.4544, 1.5563)
C (0.8097, 0.9647, 2.9590)
C (0.2015, 0.3917, 4.0747)
C (0.3854, 0.9391, 5.3373)
C (1.2012, 2.0477, 5.5048)
C (1.8252, 2.6140, 4.3991)
C (1.6199, 2.0828, 3.1361)
C (0.4030, -1.0526, 1.5161)
C (1.4942, -1.8613, 1.8251)
C (1.3679, -3.2415, 1.8432)
C (0.1378, -3.8320, 1.5889)
C (-0.9609, -3.0331, 1.3077)
C (-0.8244, -1.6521, 1.2624)
H (-0.4276, -0.4815, 3.9473)
H (-0.1028, 0.4950, 6.1978)
H (1.3506, 2.4730, 6.4903)
H (2.4730, 3.4737, 4.5265)
H (2.0719, 2.5250, 2.2570)
H (2.4501, -1.4026, 2.0510)
H (2.2268, -3.8620, 2.0717)
H (0.0354, -4.9109, 1.6152)
H (-1.9266, -3.4857, 1.1170)
H (-1.6827, -1.0250, 1.0538)
C (-1.4583, 4.6020, -1.6289)
O (-0.2505, 4.5535, -0.9122)
C (0.8086, 4.1425, -1.6689)
C (2.0047, 4.2827, -0.7429)
H (-2.2747, 4.5634, -0.9047)
H (-1.5223, 3.7494, -2.3155)
H (-1.5311, 5.5245, -2.2117)
H (2.2658, 5.3459, -0.7192)
H (2.8574, 3.7230, -1.1299)
H (1.7862, 3.9631, 0.2859)

## Properties
gap between HOMO and LUMO: 4.81 eV
2S+1: 1
LUMO: 2.4 eV
highest occupied orbital energy: -2.400 eV
total charge: -1

=====

Max |F| / Eh/bohr: 0.0533 0.1197 0.1194 0.0426 0.0667 0.0185
Electronic energy / eV: -8461.735 -76252.330 -73510.901 -83799.388 -99069.863 -42768.015